Density functional theory data (wB97M-V/def2-TZVPD) for C29H38Cl2N3O3PtS as an isolated structure at a distorted geometry.

Molecular weight, g mol⁻¹: 774.69
Electronic energy, eV: -80425.527
HOMO energy (spin up / spin down), eV: -1.89 / -2.99
LUMO energy (spin up / spin down), eV: 2.3 / 2.3

```
! wB97M-V def2-TZVPD RIJCOSX def2/J DEFGRID3
* xyz -1 3
O 1.42697 1.01362 -1.38459
C 1.10067 1.49091 -2.55725
C 0.93723 2.98496 -2.65582
C 0.56507 3.71688 -1.53700
H 0.31483 3.19415 -0.61415
C 0.53268 5.10569 -1.61633
H 0.25480 5.65092 -0.72250
C 0.86348 5.74896 -2.80686
H 0.84191 6.83926 -2.85790
C 1.23556 4.99325 -3.92750
H 1.50172 5.48963 -4.85551
C 1.27211 3.60873 -3.85647
H 1.56489 2.98376 -4.70323
H 1.67754 1.04646 -3.43112
C -0.10676 -0.51053 -4.04004
C -0.49763 0.52089 -3.02610
H -0.29620 -0.05252 -5.02345
H -0.72941 -1.40786 -3.92871
H 0.94808 -0.75089 -3.94251
C -1.46632 1.46743 -3.40736
C -2.51241 1.24888 -4.41763
H -1.43699 2.45648 -2.96000
H -2.41086 2.00834 -5.21515
H -3.52422 1.38768 -4.00687
H -2.45827 0.25255 -4.88147
Pt -0.82513 -0.16785 -1.15870
Cl -1.99978 1.76342 -0.53932
Cl -2.66630 -1.21055 -2.24198
C -3.10958 -1.20680 0.80548
O -1.89058 -1.45073 0.57481
N -3.90187 -2.02158 1.50066
C -3.42245 -3.29986 2.02170
C -5.30811 -1.72094 1.73017
H -3.59525 -0.29973 0.43744
H -2.34160 -3.36450 1.88640
H -3.92288 -4.12494 1.49607
H -3.67013 -3.36071 3.08802
H -5.51676 -0.71605 1.36478
H -5.52690 -1.76688 2.80249
H -5.95073 -2.43867 1.20588
H 1.31844 -5.02678 -1.38846
H 3.94804 -4.12577 -1.25949
C 1.34389 -4.30345 -2.22128
C 3.61840 -3.32044 -1.93037
N 2.16748 -3.15426 -1.86480
H 0.32458 -3.96863 -2.44801
C 1.59134 -2.02396 -1.45336
O 0.31474 -1.93886 -1.45616
H 4.09108 -2.37707 -1.64004
H 2.25754 -1.19816 -1.14319
H 1.78630 -4.80689 -3.09199
H 3.92914 -3.58341 -2.95120
N 0.30716 -0.06101 0.64432
S -0.14650 -0.06648 2.19107
C 0.83484 -1.32544 3.12130
C 0.14876 -2.21321 3.97303
C 0.85528 -3.16659 4.72238
C 2.25064 -3.22911 4.63852
C 2.93098 -2.34260 3.79974
C 2.22409 -1.39770 3.04275
C 0.35448 1.47841 3.05219
C 1.66702 1.94107 3.11371
C 1.97004 3.11469 3.81796
C 0.96262 3.82892 4.47407
C -0.35519 3.36062 4.42892
C -0.65911 2.19285 3.71853
H 1.23994 0.35416 0.56499
H -0.93737 -2.13529 4.05517
H 0.31309 -3.85718 5.37495
H 2.79655 -3.96681 5.23368
H 4.01802 -2.38590 3.74140
H 2.76506 -0.70781 2.40132
H 2.45896 1.37900 2.62739
H 2.99651 3.47508 3.86125
H 1.19438 4.74531 5.02384
H -1.15243 3.90407 4.94746
H -1.67920 1.80734 3.68004
*
```


Density functional theory data (wB97M-V/def2-TZVPD) for one molecule with the formula C2H5N3OS at a distorted geometry.

Molecular weight, g mol⁻¹: 119.15
Electronic energy, eV: -19503.975
SMILES: C/N=[N+](\[S-])C(N)=O
HOMO energy (spin up / spin down), eV: -8.73 / -8.74
LUMO energy (spin up / spin down), eV: -2.1 / -2.1
Energy relative to the best compared isomer or geometry (same formula, charge and spin), kcal per mole: 114.75

```
! wB97M-V def2-TZVPD RIJCOSX def2/J DEFGRID3
* xyz 0 1
C 1.67284 1.12530 0.02042
N 0.97862 0.04159 0.29539
N -0.60784 0.34630 0.47163
S -1.37213 1.77675 0.34168
C -1.46596 -0.72909 0.25926
N -0.91734 -1.76868 -0.41544
O -2.61484 -0.67132 0.61073
H 1.64331 2.00384 0.69100
H 1.49782 1.56805 -0.93224
H 2.66129 0.63377 -0.01355
H -0.02462 -1.63001 -0.74299
H -1.45114 -2.69651 -0.58590
*
```


Density functional theory data (wB97M-V/def2-TZVPD) for a 9-piece molecular cluster, C36H99N9O9 overall at a distorted geometry.

Molecular weight, g mol⁻¹: 802.24
Electronic energy, eV: -70764.542
SMILES: COC[C@H](C)N.COC[C@H](C)N.COC[C@H](C)N.COC[C@H](C)N.COC[C@H](C)N.COC[C@H](C)N.COC[C@H](C)N.COC[C@H](C)N.COC[C@H](C)N
HOMO energy, eV: -8.95
LUMO energy, eV: 0.4
Energy relative to the best compared isomer or geometry (same formula, charge and spin), kcal per mole: 179.13

```
! wB97M-V def2-TZVPD RIJCOSX def2/J DEFGRID3
* xyz 0 1
C 0.71304 -13.82773 16.06709
O 0.21591 -14.77051 16.86381
C -0.22167 -15.93724 16.09126
C 1.05591 -16.77981 15.82040
C 0.75957 -17.95977 14.86458
N 1.49619 -17.15359 17.17982
H 1.42786 -14.19344 15.32996
H 1.32348 -13.12020 16.62823
H -0.20785 -13.45363 15.61975
H -0.96549 -16.34312 16.77689
H -0.65754 -15.75967 15.10810
H 1.91689 -16.28735 15.36841
H 1.67199 -18.03285 14.27275
H -0.04521 -17.59992 14.22354
H 0.50699 -18.95078 15.24169
H 0.99444 -16.56413 17.82858
H 2.41777 -16.83678 17.44518
C 4.49317 -10.71547 19.64681
O 4.08882 -12.11997 19.77550
C 2.64402 -12.34889 19.80086
C 2.41192 -13.77384 20.23499
C 3.09688 -14.68059 19.24524
N 1.00122 -14.25197 20.28051
H 4.14845 -10.25588 20.57312
H 4.05448 -10.12346 18.84358
H 5.58280 -10.73330 19.66932
H 2.21502 -11.70396 20.56774
H 2.32738 -12.17432 18.77257
H 2.83668 -13.86663 21.23453
H 4.17001 -14.63099 19.42971
H 2.83826 -14.64807 18.18686
H 2.74459 -15.68168 19.49386
H 0.61165 -14.31274 19.35065
H 0.45796 -13.42838 20.49651
C 1.03013 -21.83992 21.87858
O 0.27092 -21.10433 20.89730
C 0.02796 -21.67460 19.59749
C -0.91106 -20.73680 18.80698
C -1.09945 -21.27421 17.30354
N -0.46091 -19.37209 18.85720
H 2.03467 -21.85063 21.45561
H 0.76933 -22.89818 21.89130
H 0.81793 -21.37884 22.84318
H 0.91025 -21.89350 18.99605
H -0.51923 -22.61613 19.64463
H -1.83024 -20.65829 19.38751
H -1.88698 -21.98379 17.04976
H -0.10525 -21.63286 17.03705
H -1.33953 -20.38344 16.72301
H -0.43423 -18.85169 17.99200
H 0.53456 -19.48982 18.98077
C 5.94796 -19.26335 18.94763
O 6.81267 -18.86287 17.82940
C 7.24055 -17.49114 17.65509
C 6.12960 -16.43419 17.72799
C 5.24702 -16.52382 16.44582
N 6.76486 -15.13598 17.66856
H 6.53870 -19.09555 19.84817
H 5.77464 -20.33893 18.98239
H 5.02009 -18.69268 18.90887
H 8.04411 -17.13966 18.30228
H 7.68342 -17.50127 16.65916
H 5.61541 -16.52984 18.68432
H 4.60627 -17.40469 16.48607
H 5.89623 -16.73750 15.59673
H 4.66688 -15.62877 16.22126
H 6.09921 -14.38844 17.80339
H 7.12176 -14.91921 16.74891
C 5.47848 -24.28647 15.73756
O 5.39744 -23.57892 14.51935
C 5.11580 -22.22267 14.67228
C 4.80084 -21.59065 13.28823
C 4.22395 -20.13379 13.28537
N 3.94220 -22.56950 12.61987
H 5.64699 -23.76708 16.68092
H 6.22297 -25.06059 15.92352
H 4.45837 -24.54702 16.01966
H 4.33310 -22.02925 15.40582
H 5.92768 -21.66205 15.13559
H 5.76435 -21.67247 12.78519
H 4.55100 -19.44262 12.50856
H 4.40328 -19.60490 14.22143
H 3.15170 -20.27338 13.14785
H 4.16673 -23.38529 13.17139
H 2.95302 -22.51290 12.81585
C 0.08412 -9.61338 16.31278
O -0.51351 -10.48524 15.27832
C -1.97633 -10.66395 15.48593
C -2.42109 -11.53141 16.72891
C -3.63390 -12.35918 16.57809
N -2.75820 -10.81527 17.91300
H -0.31204 -9.65126 17.32754
H -0.11663 -8.58297 16.01938
H 1.14399 -9.81644 16.46621
H -2.39323 -9.68731 15.73183
H -2.38760 -11.02763 14.54427
H -1.55343 -12.14099 16.98126
H -3.69414 -12.97093 17.47821
H -3.76137 -12.89341 15.63657
H -4.48648 -11.68025 16.56178
H -2.85872 -11.47355 18.67239
H -1.98833 -10.21175 18.16429
C -3.96897 -16.89769 18.14604
O -4.90567 -17.09478 19.24302
C -6.23074 -16.86418 18.61694
C -7.30390 -17.17042 19.73685
C -7.16794 -16.14718 20.87885
N -7.19104 -18.43042 20.30660
H -2.98773 -16.94936 18.61783
H -4.02091 -15.93595 17.63567
H -3.89885 -17.73705 17.45420
H -6.18341 -15.81573 18.32265
H -6.42572 -17.47550 17.73583
H -8.25389 -16.99211 19.23306
H -6.13639 -16.03022 21.21097
H -7.77807 -16.24059 21.77725
H -7.54886 -15.18612 20.53335
H -7.20191 -19.02683 19.49157
H -6.23628 -18.47577 20.63292
C 2.08533 -11.40209 13.31393
O 2.58248 -12.75788 13.28842
C 3.17045 -12.98769 12.01387
C 3.49713 -14.47996 11.82755
C 4.55562 -14.91119 12.85030
N 3.98677 -14.74407 10.46824
H 2.89158 -10.66864 13.32461
H 1.64331 -11.26222 14.30042
H 1.35494 -11.14320 12.54738
H 2.53767 -12.67180 11.18446
H 4.01291 -12.31524 11.85212
H 2.58295 -14.99876 12.11608
H 4.16402 -15.01271 13.86245
H 5.44487 -14.28513 12.77701
H 4.88379 -15.91100 12.56609
H 3.29588 -14.48616 9.77813
H 4.27953 -15.68485 10.24614
C -3.25190 -17.68656 14.87170
O -4.63670 -18.05856 14.86073
C -4.95266 -19.34029 14.32153
C -6.47794 -19.58410 14.32257
C -6.60476 -21.10359 14.18236
N -7.20977 -18.83318 13.43613
H -2.98168 -17.35976 13.86756
H -2.81774 -18.63295 15.19410
H -3.03639 -16.85421 15.54165
H -4.54358 -19.52710 13.32862
H -4.51052 -20.07515 14.99428
H -6.89174 -19.41169 15.31612
H -6.06284 -21.79351 14.82922
H -6.25347 -21.41441 13.19844
H -7.63353 -21.45873 14.24251
H -7.06415 -17.84794 13.60400
H -6.58259 -19.01680 12.66605
*
```


Density functional theory data (wB97M-V/def2-TZVPD) for one molecule with the formula C3HF3N2O3 at a distorted geometry.

Molecular weight, g mol⁻¹: 170.05
Electronic energy, eV: -20397.930
SMILES: N#C[C@](O)([N+](=O)[O-])C(F)(F)F
HOMO energy, eV: -12.20
LUMO energy, eV: -0.7
Energy relative to the best compared isomer or geometry (same formula, charge and spin), kcal per mole: 0.00

```
! wB97M-V def2-TZVPD RIJCOSX def2/J DEFGRID3
* xyz 0 1
N 1.20752 1.84411 1.58912
C 0.57997 1.17440 0.94319
C -0.22626 0.24267 0.02049
O -1.44897 0.81458 -0.38042
N -0.58694 -1.09169 0.79588
O 0.21906 -1.94716 0.69996
O -1.59760 -1.10391 1.40867
C 0.71061 -0.08023 -1.07332
F 1.92342 -0.62812 -0.56945
F 0.21610 -1.04104 -1.90234
F 1.09289 0.87617 -1.84046
H -2.08978 0.94023 0.30868
*
```


Density functional theory data (wB97M-V/def2-TZVPD) for one molecule with the formula C22H25N3O5S at a distorted geometry.

Molecular weight, g mol⁻¹: 443.52
Electronic energy, eV: -48761.925
SMILES: Cc1cc(NS(=O)(=O)c2ccc(NC(=O)COc3ccccc3C(C)(C)C)cc2)no1
HOMO energy, eV: -8.98
LUMO energy, eV: 0.4
Energy relative to the best compared isomer or geometry (same formula, charge and spin), kcal per mole: 85.42

```
! wB97M-V def2-TZVPD RIJCOSX def2/J DEFGRID3
* xyz 0 1
C -4.95294 -3.79757 -0.03365
C -5.26165 -2.38341 0.28836
C -5.45799 -1.28600 -0.49647
C -5.72231 -0.24935 0.43984
N -6.00721 1.05945 0.14469
S -5.10072 1.84596 -1.04792
O -5.23270 1.10941 -2.26505
O -5.51791 3.21070 -0.99854
C -3.44183 1.67463 -0.41540
C -3.00016 2.55288 0.55508
C -1.74957 2.38367 1.11849
C -0.94722 1.31923 0.70596
N 0.31423 1.08459 1.24052
C 1.01015 1.80922 2.15774
O 0.62502 2.80646 2.72031
C 2.38341 1.19096 2.45281
O 2.85778 0.33533 1.44552
C 3.27917 0.87768 0.24591
C 3.15835 2.23323 -0.02693
C 3.58499 2.75037 -1.23725
C 4.12856 1.90610 -2.18186
C 4.23449 0.55156 -1.91253
C 3.81777 -0.00301 -0.71021
C 3.93447 -1.49828 -0.43583
C 4.85968 -1.72627 0.76719
C 4.51995 -2.26684 -1.62563
C 2.54186 -2.08212 -0.15068
C -1.40629 0.44236 -0.28002
C -2.65544 0.62089 -0.84010
N -5.67300 -0.70735 1.66863
O -5.39400 -2.03614 1.58032
H -4.85763 -3.91682 -1.10815
H -5.74750 -4.44539 0.33271
H -4.02601 -4.09913 0.45119
H -5.44488 -1.19251 -1.56000
H -6.20052 1.63351 0.95143
H -3.63858 3.37061 0.84904
H -1.38771 3.06136 1.87361
H 0.80082 0.27776 0.86409
H 2.27641 0.55854 3.34154
H 3.09349 1.99120 2.69096
H 2.72441 2.90357 0.69812
H 3.48509 3.80734 -1.42993
H 4.46772 2.29214 -3.13082
H 4.65760 -0.08013 -2.67461
H 4.96040 -2.79173 0.96178
H 5.84666 -1.31750 0.56145
H 4.46647 -1.24966 1.65874
H 3.89074 -2.17033 -2.50750
H 5.52464 -1.92473 -1.86110
H 4.58064 -3.32317 -1.37179
H 2.60331 -3.16582 -0.07996
H 1.85637 -1.83011 -0.95859
H 2.14570 -1.70691 0.78745
H -0.77879 -0.37582 -0.60269
H -3.02777 -0.03463 -1.61025
*
```


Density functional theory data (wB97M-V/def2-TZVPD) for one molecule with the formula C6H14BrNO at a distorted geometry.

Molecular weight, g mol⁻¹: 196.09
Electronic energy, eV: -80028.583
SMILES: COC[C@H](N)C[C@@H](C)Br
HOMO energy, eV: -9.38
LUMO energy, eV: 0.9

```
! wB97M-V def2-TZVPD RIJCOSX def2/J DEFGRID3
* xyz 0 1
C 2.86119 -1.33173 0.36986
O 1.89286 -0.32751 0.56847
C 1.28130 0.04697 -0.64877
C 0.22907 1.08371 -0.39236
N 0.83650 2.23514 0.34291
C -0.90209 0.53637 0.44360
C -1.72747 -0.60199 -0.14767
C -3.13874 -0.65370 0.45766
Br -1.90582 -0.54120 -2.10437
H 3.51589 -1.08348 -0.46175
H 3.45411 -1.43550 1.26604
H 2.39062 -2.28812 0.14886
H 2.01494 0.45689 -1.34379
H 0.83470 -0.83196 -1.10977
H -0.11864 1.44075 -1.35074
H 1.79678 2.32633 0.01959
H 0.38178 3.07871 0.00484
H -0.42830 0.13913 1.33202
H -1.55300 1.34154 0.74915
H -1.25825 -1.54350 0.07360
H -3.21220 0.01052 1.30379
H -3.36867 -1.66461 0.76002
H -3.87656 -0.39278 -0.28119
*
```